1.
{"formula": "C30H76N2O18", "method": "wB97M-V/def2-TZVPD", "symbols": ["C", "N", "O", "O", "H", "H", "H", "C", "N", "O", "O", "H", "H", "H", "C", "O", "C", "C", "O", "C", "H", "H", "H", "H", "H", "H", "H", "H", "H", "H", "C", "O", "C", "C", "O", "C", "H", "H", "H", "H", "H", "H", "H", "H", "H", "H", "C", "O", "C", "C", "O", "C", "H", "H", "H", "H", "H", "H", "H", "H", "H", "H", "C", "O", "C", "C", "O", "C", "H", "H", "H", "H", "H", "H", "H", "H", "H", "H", "C", "O", "C", "C", "O", "C", "H", "H", "H", "H", "H", "H", "H", "H", "H", "H", "C", "O", "C", "C", "O", "C", "H", "H", "H", "H", "H", "H", "H", "H", "H", "H", "C", "O", "C", "C", "O", "C", "H", "H", "H", "H", "H", "H", "H", "H", "H", "H"], "xyz": [[-4.314, -3.130, 3.377], [-4.536, -2.988, 1.936], [-3.649, -3.540, 1.266], [-5.547, -2.401, 1.484], [-3.314, -3.411, 3.707], [-4.973, -3.961, 3.630], [-4.500, -2.188, 3.892], [6.900, -4.427, -6.399], [5.708, -3.622, -6.135], [5.813, -2.674, -5.435], [4.664, -4.092, -6.485], [7.376, -4.108, -7.325], [6.575, -5.462, -6.511], [7.616, -4.317, -5.584], [0.951, -1.377, -2.591], [0.198, -0.278, -2.098], [-1.149, -0.603, -1.912], [-1.705, 0.135, -0.733], [-0.813, -0.136, 0.315], [-1.191, 0.423, 1.506], [1.091, -2.217, -1.911], [1.961, -1.077, -2.872], [0.591, -1.792, -3.533], [-1.256, -1.646, -1.615], [-1.677, -0.525, -2.863], [-2.665, -0.284, -0.429], [-1.773, 1.200, -0.955], [-2.126, -0.065, 1.784], [-1.521, 1.446, 1.325], [-0.437, 0.271, 2.278], [-1.183, 5.737, 6.296], [-0.480, 6.410, 5.274], [0.348, 7.560, 5.639], [-0.307, 8.788, 6.462], [-1.207, 9.262, 5.671], [-2.008, 10.411, 6.135], [-1.956, 6.466, 6.540], [-0.515, 5.407, 7.091], [-1.554, 4.921, 5.675], [0.668, 7.897, 4.653], [1.214, 7.203, 6.195], [0.549, 9.446, 6.611], [-0.682, 8.470, 7.435], [-2.518, 10.187, 7.071], [-2.717, 10.621, 5.334], [-1.402, 11.269, 6.428], [5.296, 8.563, -4.442], [4.987, 7.828, -3.217], [3.618, 7.770, -2.798], [2.700, 6.977, -3.714], [2.731, 5.556, -3.480], [2.080, 5.032, -2.279], [6.386, 8.560, -4.460], [4.946, 9.584, -4.292], [4.955, 8.183, -5.405], [3.240, 8.789, -2.717], [3.556, 7.311, -1.812], [2.954, 7.100, -4.767], [1.659, 7.299, -3.694], [1.069, 5.262, -1.943], [2.678, 5.231, -1.390], [2.068, 3.942, -2.254], [-10.760, -4.112, -3.676], [-9.603, -4.980, -3.891], [-8.479, -4.552, -3.177], [-7.910, -3.246, -3.543], [-7.380, -3.160, -4.826], [-6.826, -1.942, -5.114], [-10.512, -3.209, -4.233], [-10.942, -3.816, -2.643], [-11.690, -4.416, -4.157], [-7.761, -5.285, -3.546], [-8.540, -4.612, -2.090], [-7.032, -3.044, -2.930], [-8.576, -2.406, -3.344], [-6.284, -2.108, -6.045], [-6.146, -1.634, -4.320], [-7.695, -1.306, -5.280], [9.132, -5.264, 0.286], [8.455, -6.467, -0.205], [9.008, -6.923, -1.431], [8.012, -7.790, -2.188], [7.015, -6.990, -2.822], [5.866, -6.579, -2.069], [10.191, -5.448, 0.108], [8.954, -5.241, 1.362], [8.865, -4.322, -0.193], [9.958, -7.401, -1.191], [9.236, -6.136, -2.151], [7.685, -8.547, -1.476], [8.502, -8.265, -3.038], [5.136, -5.940, -2.566], [6.247, -6.012, -1.220], [5.260, -7.441, -1.792], [5.185, -5.228, 5.654], [4.165, -5.730, 4.878], [4.430, -5.619, 3.513], [3.150, -5.759, 2.679], [3.202, -7.106, 2.145], [2.819, -8.188, 3.014], [5.346, -4.167, 5.461], [5.980, -5.951, 5.472], [4.902, -5.426, 6.687], [5.141, -6.415, 3.293], [4.951, -4.673, 3.366], [3.125, -5.202, 1.742], [2.183, -5.566, 3.144], [1.750, -8.366, 3.132], [3.391, -8.129, 3.940], [3.118, -9.020, 2.377], [-6.888, 2.538, 0.328], [-7.716, 3.715, 0.151], [-7.620, 4.762, 1.094], [-6.314, 5.554, 0.953], [-5.196, 4.817, 1.293], [-4.058, 5.551, 1.574], [-7.237, 1.593, -0.089], [-6.786, 2.316, 1.391], [-5.885, 2.723, -0.056], [-7.667, 4.316, 2.088], [-8.459, 5.454, 1.014], [-6.427, 6.511, 1.463], [-6.273, 5.831, -0.100], [-3.696, 5.965, 0.633], [-3.229, 4.937, 1.926], [-4.245, 6.359, 2.281]], "mulliken_charge": [-0.764, 0.796, -0.469, -0.494, 0.315, 0.321, 0.295, -0.777, 0.951, -0.542, -0.544, 0.307, 0.311, 0.293, -0.787, -0.268, -0.725, -0.406, -0.246, -0.626, 0.310, 0.265, 0.320, 0.341, 0.401, 0.375, 0.337, 0.190, 0.284, 0.237, -0.612, -0.313, -0.606, -0.467, -0.264, -0.771, 0.245, 0.274, 0.216, 0.280, 0.382, 0.385, 0.383, 0.320, 0.243, 0.304, -0.699, -0.347, -0.321, -0.409, -0.340, -0.829, 0.244, 0.320, 0.269, 0.317, 0.266, 0.232, 0.346, 0.335, 0.298, 0.316, -0.729, -0.352, -0.621, -0.401, -0.349, -0.686, 0.260, 0.316, 0.291, 0.310, 0.362, 0.403, 0.387, 0.231, 0.293, 0.287, -0.729, -0.297, -0.530, -0.575, -0.337, -0.595, 0.330, 0.245, 0.280, 0.442, 0.349, 0.325, 0.332, 0.273, 0.226, 0.261, -0.747, -0.361, -0.488, -0.487, -0.377, -0.616, 0.299, 0.332, 0.248, 0.355, 0.539, 0.244, 0.299, 0.260, 0.298, 0.203, -0.583, -0.413, -0.544, -0.529, -0.226, -0.761, 0.255, 0.285, 0.224, 0.346, 0.330, 0.463, 0.323, 0.319, 0.210, 0.299], "charge": 0, "smiles": "C[N+](=O)[O-].C[N+](=O)[O-].COCCOC.COCCOC.COCCOC.COCCOC.COCCOC.COCCOC.COCCOC", "spin_multiplicity": 1, "gap_ev": 9.205}

2.
{"formula": "C30H77N2O28P2S9", "method": "wB97M-V/def2-TZVPD", "symbols": ["O", "P", "O", "O", "P", "N", "C", "N", "C", "C", "C", "S", "C", "C", "O", "H", "H", "H", "H", "H", "H", "H", "H", "H", "H", "H", "H", "H", "O", "S", "O", "O", "C", "C", "C", "H", "H", "H", "H", "H", "H", "H", "H", "O", "S", "O", "O", "C", "C", "C", "H", "H", "H", "H", "H", "H", "H", "H", "O", "S", "O", "O", "C", "C", "C", "H", "H", "H", "H", "H", "H", "H", "H", "O", "S", "O", "O", "C", "C", "C", "H", "H", "H", "H", "H", "H", "H", "H", "O", "S", "O", "O", "C", "C", "C", "H", "H", "H", "H", "H", "H", "H", "H", "O", "S", "O", "O", "C", "C", "C", "H", "H", "H", "H", "H", "H", "H", "H", "O", "S", "O", "O", "C", "C", "C", "H", "H", "H", "H", "H", "H", "H", "H", "O", "S", "O", "O", "C", "C", "C", "H", "H", "H", "H", "H", "H", "H", "H"], "xyz": [[-0.821, 3.663, 0.214], [-1.356, 5.005, -0.053], [-2.502, 5.023, -1.135], [-1.941, 5.728, 1.241], [0.236, 6.219, -0.939], [1.460, 4.960, -0.884], [2.362, 4.770, 0.096], [3.096, 3.714, -0.206], [4.163, 3.214, 0.672], [3.645, 2.208, 1.725], [4.083, 0.777, 1.483], [3.372, 0.126, -0.054], [2.672, 3.190, -1.397], [1.639, 3.976, -1.816], [0.840, 3.926, -2.870], [-3.092, 4.278, -0.937], [-1.211, 5.925, 1.843], [0.641, 7.067, 0.105], [2.477, 5.380, 0.970], [4.931, 2.761, 0.058], [4.576, 4.076, 1.180], [2.558, 2.250, 1.705], [3.953, 2.542, 2.711], [3.707, 0.153, 2.285], [5.164, 0.700, 1.452], [2.917, -1.060, 0.362], [3.087, 2.310, -1.847], [1.276, 3.447, -3.590], [4.076, -2.134, 3.521], [3.484, -3.393, 3.165], [2.411, -3.413, 2.219], [3.039, -4.140, 4.487], [2.209, -3.421, 5.428], [0.762, -3.341, 4.987], [4.732, -4.523, 2.669], [2.634, -2.432, 5.602], [2.294, -3.983, 6.356], [0.648, -2.716, 4.102], [0.158, -2.917, 5.789], [0.382, -4.332, 4.744], [5.525, -4.513, 3.412], [5.105, -4.183, 1.705], [4.295, -5.514, 2.569], [3.960, -7.313, 0.733], [4.423, -8.200, -0.294], [3.595, -8.459, -1.427], [4.868, -9.564, 0.370], [3.927, -10.245, 1.238], [2.850, -10.976, 0.468], [6.016, -7.695, -0.843], [3.505, -9.531, 1.946], [4.534, -10.947, 1.805], [2.184, -10.281, -0.041], [2.252, -11.584, 1.149], [3.290, -11.624, -0.288], [6.651, -7.530, 0.022], [5.881, -6.772, -1.403], [6.422, -8.470, -1.487], [-0.112, 8.894, 1.292], [-1.164, 9.859, 1.509], [-1.059, 11.138, 0.886], [-1.380, 10.016, 3.061], [-0.220, 10.318, 3.888], [0.185, 11.771, 3.801], [-2.729, 9.156, 1.129], [0.599, 9.652, 3.614], [-0.526, 10.062, 4.899], [0.569, 12.024, 2.815], [0.968, 11.982, 4.528], [-0.668, 12.419, 4.003], [-2.823, 8.193, 1.620], [-2.775, 9.040, 0.047], [-3.500, 9.844, 1.464], [-0.970, -12.395, 2.032], [-1.858, -12.923, 1.039], [-1.334, -13.687, -0.049], [-2.744, -11.738, 0.473], [-2.064, -10.556, 0.000], [-1.443, -10.745, -1.369], [-3.156, -13.822, 1.811], [-1.318, -10.241, 0.733], [-2.831, -9.785, -0.041], [-0.613, -11.450, -1.337], [-1.068, -9.790, -1.738], [-2.180, -11.132, -2.071], [-3.572, -13.218, 2.612], [-2.717, -14.735, 2.206], [-3.908, -14.055, 1.063], [2.066, 4.437, -5.761], [1.116, 4.458, -6.842], [0.968, 3.314, -7.680], [1.372, 5.742, -7.721], [2.712, 5.965, -8.234], [3.033, 5.085, -9.423], [-0.461, 4.926, -6.218], [3.433, 5.833, -7.426], [2.726, 7.014, -8.519], [3.101, 4.036, -9.139], [3.988, 5.386, -9.853], [2.260, 5.173, -10.185], [-0.348, 5.814, -5.603], [-0.832, 4.093, -5.624], [-1.123, 5.112, -7.059], [-5.332, -7.520, -0.508], [-5.626, -7.943, 0.828], [-5.820, -9.328, 1.119], [-6.851, -7.107, 1.375], [-8.066, -7.082, 0.579], [-8.882, -8.350, 0.731], [-4.408, -7.298, 1.924], [-7.817, -6.880, -0.459], [-8.621, -6.226, 0.951], [-8.374, -9.208, 0.292], [-9.842, -8.227, 0.231], [-9.057, -8.574, 1.784], [-4.285, -6.237, 1.726], [-3.483, -7.834, 1.725], [-4.732, -7.472, 2.946], [-7.767, -4.550, -1.065], [-7.660, -3.261, -1.677], [-7.861, -3.119, -3.083], [-6.253, -2.646, -1.276], [-5.087, -3.476, -1.504], [-4.674, -3.516, -2.960], [-8.675, -2.104, -0.826], [-5.274, -4.478, -1.114], [-4.305, -3.025, -0.897], [-5.410, -4.036, -3.570], [-3.721, -4.036, -3.056], [-4.568, -2.506, -3.357], [-8.491, -2.193, 0.240], [-9.706, -2.357, -1.060], [-8.440, -1.106, -1.185], [2.766, 15.384, 1.127], [3.083, 13.995, 1.027], [2.867, 13.133, 2.149], [4.582, 13.845, 0.529], [5.603, 14.576, 1.251], [5.966, 13.924, 2.569], [2.301, 13.299, -0.386], [5.277, 15.607, 1.389], [6.459, 14.588, 0.581], [5.143, 13.975, 3.280], [6.828, 14.431, 3.003], [6.213, 12.873, 2.421], [2.495, 13.938, -1.243], [1.235, 13.258, -0.170], [2.693, 12.298, -0.543]], "mulliken_charge": [-0.634, 0.993, -0.480, -0.439, -0.204, 0.322, -0.031, 0.197, -1.064, -0.553, -0.448, -0.184, -0.526, -0.023, -0.345, 0.352, 0.328, 0.059, 0.494, 0.521, 0.369, 0.332, 0.431, 0.226, 0.356, 0.098, 0.547, 0.309, -0.664, 1.306, -0.626, -0.312, -0.349, -0.970, -0.963, 0.325, 0.282, 0.284, 0.391, 0.264, 0.374, 0.368, 0.304, -0.547, 1.145, -0.601, -0.275, -0.379, -0.928, -0.997, 0.290, 0.289, 0.277, 0.403, 0.279, 0.313, 0.374, 0.352, -0.628, 1.197, -0.591, -0.281, -0.360, -0.747, -0.981, 0.281, 0.294, 0.079, 0.395, 0.290, 0.286, 0.383, 0.366, -0.652, 1.234, -0.614, -0.157, -0.073, -1.133, -0.984, 0.352, -0.013, 0.310, 0.393, 0.313, 0.316, 0.374, 0.318, -0.644, 1.239, -0.612, -0.269, -0.339, -0.982, -0.984, 0.311, 0.273, 0.296, 0.389, 0.276, 0.306, 0.371, 0.376, -0.636, 1.302, -0.622, -0.254, -0.269, -1.104, -0.879, 0.363, 0.254, 0.292, 0.405, 0.282, 0.304, 0.296, 0.320, -0.512, 1.097, -0.612, -0.303, -0.023, -1.069, -0.978, 0.066, 0.280, 0.297, 0.400, 0.291, 0.311, 0.376, 0.343, -0.666, 1.248, -0.568, -0.286, -0.387, -0.962, -0.953, 0.342, 0.274, 0.289, 0.385, 0.259, 0.356, 0.353, 0.310], "charge": 1, "spin_multiplicity": 1, "gap_ev": 9.016}

Per-record molecular weight, g/mol: 752.93 1264.48
Per-record electronic energy, eV: -72158.2291 -208757.4553
Per-record HOMO energy, eV: -9.353 -11.384